Entry from OMol25: C74H90AsBrCsN15O5S as an isolated structure (wB97M-V/def2-TZVPD).

As for the molar mass: 1589.4 g mol⁻¹. Its total charge is -2. For the HOMO energy, the calculation gives -2.616 eV. The value obtained for the gap between HOMO and LUMO is 5.3 eV. As for the LUMO energy: 2.70 eV.

Last column: Mulliken charge in e.
Atoms and positions in Å:
Cs  0.2240  -0.2007  1.3444  0.256
Br  0.4592  -6.4387  -5.0179  -0.247
As  -4.0823  2.9008  0.1154  1.963
S  10.5524  0.7811  1.3138  1.177
O  9.8969  -0.4876  1.5529  -0.662
O  1.6597  -0.3217  3.7353  -0.520
O  10.8186  1.5710  2.5063  -0.694
O  -0.5612  -0.5719  3.7663  -0.475
O  11.6422  0.7319  0.3572  -0.694
N  0.2283  2.0538  -2.7242  0.339
N  3.0559  0.7838  0.1594  0.658
N  -3.3700  1.3447  -0.4182  -0.321
N  -2.0790  -5.3017  1.2830  0.208
N  8.0238  1.4103  0.5350  -0.359
N  -2.5040  -3.1682  0.1885  0.644
N  0.1224  -0.5368  -3.6528  0.151
N  -4.3276  -4.7349  0.5286  0.107
N  -2.5811  -5.2274  -1.1023  0.111
N  0.1717  3.0514  1.8472  0.999
N  -0.0598  5.2547  3.1222  -0.271
N  2.2727  -3.2223  0.4862  0.250
N  3.2330  -5.3036  1.1190  0.249
N  9.7240  2.9414  -0.0776  -0.516
N  1.4713  -4.3435  2.3192  0.395
C  4.5219  -3.8859  -0.3526  -0.895
C  -6.2408  4.9801  1.3395  -2.211
C  3.4088  1.7500  -0.6838  -1.006
C  1.2945  3.9315  1.5260  -0.158
C  0.5924  -0.8191  5.8179  -0.376
C  -6.6884  2.5415  4.1880  0.871
C  -3.5183  -5.4035  1.5456  -0.836
C  -3.9659  0.5440  2.4855  -0.843
C  0.1774  3.3141  -2.3243  -0.397
C  -4.0966  -1.1035  -3.0590  -0.282
C  0.0884  -2.2938  7.6559  -1.231
C  -6.8117  3.6320  3.3407  -0.736
C  2.9682  -6.6063  1.7014  -0.728
C  3.2777  -3.0360  -0.5508  -0.053
C  -5.3084  3.8658  -3.7581  -0.863
C  0.3415  2.8311  -4.9814  -0.832
C  -2.2258  -3.7986  -1.0986  0.277
C  -5.7665  1.5639  3.8463  -0.825
C  0.9427  -0.1179  8.0926  -0.829
C  -4.0080  -5.3268  -0.7734  -0.766
C  4.0768  -5.3041  -0.0592  -0.654
C  -7.5028  2.4437  5.4520  -1.659
C  -3.1672  3.9824  -2.5246  -1.763
C  -6.0828  3.7189  2.1601  1.598
C  0.3414  -4.5855  -4.6211  -0.089
C  -0.2520  -3.1444  5.3237  -0.902
C  4.6968  2.2498  -0.7737  -0.427
C  0.2812  4.1475  -4.5524  -0.682
C  -3.4353  -0.1844  -2.2664  -0.731
C  -0.1395  -2.3502  -5.3224  -0.213
C  -6.7265  3.0003  -1.5396  1.180
C  -5.3635  -0.0360  -0.8518  0.553
C  0.3076  1.8160  -4.0326  0.160
C  1.0238  0.1473  6.7292  1.321
C  -7.3476  3.1689  -2.7818  -0.824
C  -5.2245  2.6800  1.7718  0.082
C  -1.2469  5.0230  2.2906  -0.969
C  5.3294  0.6990  0.9173  -0.617
C  1.1202  5.2920  2.2561  -0.894
C  4.0082  0.2785  0.9473  -0.967
C  -4.6551  3.7133  -2.5447  0.145
C  -7.3390  3.7151  -5.2418  -1.652
C  9.2895  1.8126  0.4909  0.105
C  1.5600  1.4798  6.2715  -1.467
C  -4.0534  0.4181  -1.1396  0.606
C  -1.0923  3.6993  1.4951  2.368
C  7.4501  3.3987  -0.6133  -0.695
C  -6.0227  -0.9518  -1.6555  -1.142
C  -5.0139  1.6185  2.6722  0.476
C  0.5726  -0.5407  4.3177  0.327
C  2.2807  -6.4721  3.0455  -0.760
C  0.1369  -2.0541  6.2875  0.689
C  0.3907  -1.5874  10.0600  -1.545
C  7.1014  2.1960  -0.0159  0.321
C  -7.6403  2.5366  -0.4297  -2.308
C  0.6403  -4.1441  -3.3430  0.337
C  8.7973  3.7171  -0.6152  -0.277
C  5.6908  1.7154  0.0402  1.402
C  -1.8211  -5.8820  -0.0390  -0.805
C  -5.4044  -1.4996  -2.7745  -0.680
C  -3.9284  -3.3156  0.4814  -0.277
C  0.4715  -1.3291  8.5773  0.863
C  -1.7430  -3.8697  1.2098  -0.744
C  0.1801  -1.8822  -4.0490  -0.708
C  2.3267  -4.2581  1.2413  -0.195
C  0.3714  0.3992  -4.4625  -0.422
C  -5.3605  3.2703  -1.3994  -0.381
C  0.5400  -2.7931  -3.0620  -0.314
C  1.0410  -5.6219  2.8513  -0.104
C  -0.0620  -3.7039  -5.6107  -0.829
C  0.0821  4.1381  4.0628  -0.901
C  -6.6630  3.5899  -3.9019  0.869
C  0.1823  2.7936  3.2909  -0.428
C  0.1991  4.3996  -3.1948  -0.599
H  -2.0817  -6.9442  -0.0151  0.486
H  -3.5889  -1.5197  -3.9246  0.389
H  -5.9243  -2.2066  -3.4094  0.382
H  -8.4078  3.5156  -5.1607  0.350
H  -7.2847  5.1362  1.0576  0.331
H  0.5241  -5.4502  3.7943  0.295
H  -4.1441  -2.8544  1.4477  0.187
H  -2.8329  4.3252  -3.5057  0.351
H  -8.3482  3.3287  -0.1662  0.529
H  -2.4213  0.1240  -2.5014  0.440
H  0.2941  4.9610  -5.2666  0.418
H  -1.1203  3.8749  0.4189  -0.763
H  -4.7372  4.1902  -4.6236  0.294
H  1.3401  4.0681  0.4431  -0.106
H  -3.0425  0.9763  2.1101  -0.392
H  -1.1620  -3.7026  -1.3134  -0.689
H  -0.4847  -1.6610  -6.0829  0.525
H  3.5430  -1.9772  -0.5768  -0.150
H  9.1454  4.6405  -1.0702  0.403
H  0.3326  -6.1283  2.1825  -0.124
H  -5.6512  4.9651  0.4262  0.272
H  -8.5700  2.3747  5.2283  0.310
H  -6.9174  3.0033  -5.9551  0.320
H  2.8379  -3.2642  -1.5289  -0.017
H  -0.0761  -2.5515  10.2633  0.339
H  6.0842  0.2550  1.5521  0.643
H  -4.2990  -6.3813  -0.7689  0.321
H  -5.6060  0.7301  4.5234  0.327
H  -4.5800  -4.8027  -1.5410  0.418
H  0.7295  -2.4081  -2.0685  0.840
H  0.8436  -3.5589  2.3852  -0.008
H  2.2148  3.4279  1.8304  0.382
H  1.1033  2.2612  3.5299  0.543
H  -0.1968  -0.8151  10.5604  0.341
H  2.3397  -7.2111  1.0274  0.276
H  -8.2211  1.6766  -0.7667  0.490
H  -0.6245  -4.0217  5.8542  0.492
H  -2.9030  4.7381  -1.7825  0.358
H  -0.6795  -3.7763  0.9765  0.014
H  0.6205  -3.4377  4.7346  0.100
H  5.1552  -3.8607  -1.2407  0.416
H  -5.9268  5.8467  1.9268  0.507
H  -7.2093  4.7154  -5.6610  0.351
H  2.0323  -7.4561  3.4456  0.398
H  -8.4066  2.9379  -2.8629  0.277
H  4.9161  3.0265  -1.4937  0.313
H  3.5427  -5.7188  -0.9292  0.239
H  3.6911  -0.5031  1.6314  0.545
H  2.9510  -5.9647  3.7427  0.339
H  -2.1214  4.9910  2.9436  0.319
H  -5.8552  0.3619  0.0228  0.228
H  6.7196  4.0659  -1.0466  0.308
H  -7.0326  -1.2576  -1.3986  0.303
H  2.2032  1.9158  7.0365  0.438
H  0.7408  2.1792  6.0847  0.205
H  -0.7534  -5.7865  -0.2601  0.153
H  -2.6197  3.0712  -2.2679  0.139
H  2.1270  1.3676  5.3500  0.259
H  -7.1055  2.2531  0.4683  -0.111
H  0.1105  3.4627  -1.2535  0.587
H  1.9922  5.5284  2.8704  0.315
H  1.3832  -1.5905  10.5161  0.302
H  0.9225  -4.8476  -2.5707  0.400
H  -3.7305  -4.9513  2.5175  0.394
H  -1.9462  -3.4096  2.1814  0.456
H  3.9233  -7.1279  1.8029  0.407
H  0.4067  2.5875  -6.0348  0.467
H  -3.7944  -6.4614  1.5858  0.361
H  -7.3574  3.3218  6.0849  0.348
H  -0.6544  2.1346  3.5341  0.005
H  0.9751  4.3180  4.6664  0.255
H  -1.0139  -2.7890  4.6302  -0.026
H  -4.5032  -2.8043  -0.2880  -0.214
H  2.6217  2.1288  -1.3274  0.188
H  -0.3229  -4.0734  -6.5927  0.381
H  4.9303  -5.9558  0.1420  0.416
H  -0.7803  4.1487  4.7331  0.348
H  -4.2551  -0.2103  1.7507  -0.093
H  1.2670  0.6460  8.7938  0.374
H  -0.2609  -3.2596  8.0089  0.247
H  -3.7646  0.0576  3.4407  0.419
H  -1.9035  3.0065  1.7182  -1.458
H  -7.4857  4.4434  3.6059  0.367
H  -2.7921  -3.2838  -1.8738  0.109
H  0.1490  5.4098  -2.8115  0.495
H  0.6657  0.2208  -5.5059  0.425
H  -1.3647  5.8780  1.6207  0.367
H  0.9842  6.1090  1.5426  0.344
H  -7.2229  1.5620  6.0285  0.350
H  5.1028  -3.5097  0.4924  0.308

Entry from OMol25: a 2-piece molecular cluster, C5H14 overall (wB97M-V/def2-TZVPD).

As for the molar mass: 74.2 g mol⁻¹. Its total charge is -1. For the energy above the lowest of the compared OMol25 structures with the same formula, charge and spin, the calculation gives 15.4 kcal per mole. For the HOMO energy (spin up / spin down), the calculation gives 1.549 / -7.281 eV. The value obtained for the gap between HOMO and LUMO (spin up / spin down) is 2.6 / 11.4 eV. As for the LUMO energy (spin up / spin down): 4.18 / 4.15 eV. Its multiplicity is 2.

Last column: Mulliken charge in e.
Atoms and positions in Å:
C  -1.2000  -0.7342  0.0625  -0.839
C  -2.7822  1.3658  -0.1885  -1.699
C  -1.3793  0.7233  -0.3863  -1.015
C  2.5785  0.1603  0.1861  -2.595
C  2.3587  -1.3575  0.2420  -1.304
H  2.0109  0.6752  0.9740  0.534
H  2.2158  0.6435  -0.7186  0.465
H  3.6449  0.3261  0.2858  1.099
H  -3.3358  0.9486  0.6418  0.533
H  2.3286  -1.7840  -0.7579  0.392
H  -0.3294  -0.8402  0.7016  -0.042
H  -3.2356  1.2721  -1.1795  0.383
H  -1.2401  -1.4141  -0.7894  0.579
H  -2.0580  -1.0555  0.6626  0.278
H  -0.7144  1.3192  0.2701  0.354
H  -0.9701  0.9745  -1.3645  0.595
H  1.5083  -1.8168  0.7404  0.365
H  -2.6336  2.4475  -0.0716  0.534
H  3.2329  -1.8538  0.6892  0.385

Respective electronic energy values: -9299.62548, -198.80799 hartree.